(1)
A cluster of 9 separate species, C45H51N9O15 in total in a non-equilibrium geometry, computed with ωB97M-V/def2-TZVPD.

Structure (ORCA input):
```
! wB97M-V def2-TZVPD RIJCOSX def2/J DEFGRID3
* xyz 0 1
O 3.21 -2.57 -2.48
N 2.95 -3.68 -2.04
O 3.03 -4.71 -2.78
C 2.62 -3.85 -0.68
C 2.55 -5.15 -0.14
C 2.13 -5.30 1.15
C 1.68 -4.21 1.89
C 1.72 -2.96 1.36
C 2.14 -2.74 0.07
H 2.85 -6.05 -0.68
H 2.15 -6.28 1.60
H 1.39 -4.32 2.91
H 1.40 -2.09 1.91
H 2.06 -1.77 -0.43
O -1.48 -2.37 -1.43
N -1.18 -3.39 -2.03
O -1.20 -4.51 -1.52
C -0.65 -3.27 -3.38
C 0.33 -4.11 -3.81
C 0.58 -4.19 -5.16
C -0.08 -3.33 -6.03
C -0.93 -2.36 -5.54
C -1.25 -2.34 -4.20
H 0.81 -4.82 -3.17
H 1.31 -4.93 -5.44
H 0.14 -3.44 -7.10
H -1.42 -1.68 -6.26
H -2.05 -1.76 -3.78
O -2.80 3.15 1.48
N -3.19 3.62 0.46
O -4.32 3.46 0.01
C -2.35 4.43 -0.34
C -2.73 4.72 -1.66
C -1.87 5.51 -2.43
C -0.70 5.99 -1.85
C -0.34 5.66 -0.54
C -1.17 4.88 0.22
H -3.67 4.37 -2.03
H -2.08 5.65 -3.49
H -0.02 6.56 -2.47
H 0.59 6.04 -0.13
H -0.94 4.68 1.26
O -2.53 -2.79 5.31
N -2.87 -1.69 4.90
O -4.01 -1.29 4.78
C -1.83 -0.74 4.66
C -2.18 0.55 4.24
C -1.17 1.45 3.99
C 0.15 1.04 4.05
C 0.51 -0.24 4.39
C -0.50 -1.17 4.72
H -3.23 0.82 4.28
H -1.47 2.43 3.70
H 0.93 1.74 3.81
H 1.54 -0.63 4.35
H -0.29 -2.24 4.95
O 1.81 3.80 -2.96
N 2.47 4.45 -2.21
O 2.89 4.13 -1.09
C 2.90 5.74 -2.71
C 3.73 6.54 -1.91
C 4.29 7.71 -2.43
C 3.96 8.06 -3.78
C 3.10 7.30 -4.54
C 2.51 6.11 -4.00
H 3.93 6.35 -0.85
H 4.92 8.34 -1.77
H 4.44 8.88 -4.25
H 2.69 7.64 -5.50
H 1.75 5.51 -4.50
O 5.45 -2.05 0.12
N 6.07 -2.06 1.21
O 7.05 -2.76 1.42
C 5.71 -1.10 2.21
C 6.57 -0.86 3.23
C 6.18 -0.06 4.25
C 5.03 0.65 4.14
C 4.09 0.39 3.11
C 4.47 -0.50 2.13
H 7.57 -1.26 3.31
H 6.91 0.17 5.03
H 4.72 1.30 4.91
H 3.28 1.10 2.97
H 3.79 -0.66 1.33
C -2.49 -5.79 1.10
N -2.92 -4.39 1.16
C -3.90 -3.94 0.24
C -2.28 -3.54 1.96
O -2.48 -2.36 2.12
H -2.28 -6.08 0.08
H -3.27 -6.44 1.46
H -1.61 -5.84 1.73
H -4.62 -3.28 0.69
H -3.48 -3.42 -0.64
H -4.43 -4.77 -0.22
H -1.54 -4.12 2.53
C -5.30 -0.22 1.27
N -5.45 -0.36 -0.15
C -6.62 0.14 -0.67
C -4.42 -0.77 -0.87
O -4.38 -0.83 -2.09
H -5.90 -0.94 1.84
H -5.67 0.79 1.49
H -4.31 -0.35 1.66
H -6.58 1.22 -0.82
H -6.82 -0.35 -1.61
H -7.39 -0.11 0.04
H -3.50 -0.90 -0.29
C -0.62 1.37 -1.38
N -0.15 0.93 -0.08
C -0.81 -0.15 0.57
C 0.97 1.43 0.39
O 1.52 0.97 1.39
H 0.07 2.10 -1.79
H -1.60 1.83 -1.42
H -0.65 0.50 -2.09
H -1.00 0.14 1.62
H -1.76 -0.29 0.05
H -0.25 -1.10 0.61
H 1.35 2.27 -0.17
*
```

LUMO energy, eV: -1.0
SMILES: O=[N+]([O-])c1ccccc1.O=[N+]([O-])c1ccccc1.O=[N+]([O-])c1ccccc1.O=[N+]([O-])c1ccccc1.O=[N+]([O-])c1ccccc1.O=[N+]([O-])c1ccccc1.CN(C)C=O.CN(C)C=O.CN(C)C=O
Energy relative to the best compared isomer or geometry (same formula, charge and spin), kJ/mol: 0.00

=====

(2)
A cluster of 28 separate species, H56O28 in total in a non-equilibrium geometry, computed with ωB97M-V/def2-TZVPD.

Structure (ORCA input):
```
! wB97M-V def2-TZVPD RIJCOSX def2/J DEFGRID3
* xyz 0 1
O -8.64 1.53 21.99
H -7.90 1.01 22.30
H -9.10 1.80 22.79
O -14.18 -3.63 20.05
H -13.71 -4.37 19.67
H -13.51 -3.07 20.42
O -7.40 3.59 16.94
H -7.56 2.65 16.92
H -6.77 3.71 17.65
O -7.41 -4.86 23.91
H -7.55 -5.78 24.13
H -8.26 -4.44 24.04
O -11.49 -0.59 16.33
H -11.53 0.35 16.19
H -11.21 -0.95 15.49
O -8.11 0.59 17.35
H -7.52 0.18 17.98
H -8.99 0.42 17.71
O -10.07 1.38 19.52
H -9.95 2.31 19.34
H -9.48 1.20 20.25
O -10.52 -4.61 23.25
H -10.14 -3.74 23.13
H -11.28 -4.47 23.81
O -15.23 -1.17 18.57
H -15.02 -1.75 19.30
H -14.74 -1.54 17.83
O -8.85 -2.37 23.59
H -8.22 -2.12 22.92
H -8.59 -1.86 24.36
O -11.54 -5.77 16.96
H -11.63 -6.71 17.09
H -11.63 -5.40 17.84
O -8.70 -3.42 19.18
H -8.42 -3.32 18.27
H -7.94 -3.14 19.70
O -10.43 4.13 19.02
H -11.14 3.93 19.64
H -10.32 5.07 19.09
O -10.50 -5.32 20.59
H -9.78 -4.78 20.27
H -10.60 -5.08 21.51
O -7.74 -2.64 16.86
H -7.29 -3.41 16.51
H -7.82 -2.05 16.10
O -10.23 -1.42 20.22
H -9.80 -2.23 19.92
H -10.07 -0.79 19.52
O -13.26 1.54 22.19
H -12.75 0.74 22.12
H -14.01 1.40 21.62
O -6.29 -2.81 22.27
H -6.59 -3.64 22.65
H -5.86 -2.36 22.99
O -12.66 0.87 18.37
H -11.78 1.04 18.70
H -12.55 0.19 17.70
O -13.09 -6.04 19.59
H -12.94 -6.74 18.96
H -12.26 -5.99 20.08
O -6.20 0.48 19.87
H -6.03 1.41 19.77
H -6.06 0.31 20.81
O -6.21 0.30 22.46
H -6.00 -0.49 22.95
H -6.01 1.02 23.07
O -13.60 -2.43 16.61
H -13.77 -3.36 16.45
H -12.72 -2.29 16.26
O -12.80 -1.08 20.71
H -13.08 -0.61 19.92
H -11.85 -1.18 20.60
O -9.07 -7.70 20.36
H -9.41 -8.26 21.06
H -9.47 -6.85 20.53
O -7.55 4.02 21.21
H -8.16 3.30 21.37
H -7.94 4.77 21.64
O -9.72 1.74 15.08
H -9.61 1.48 14.17
H -9.05 1.24 15.55
O -12.64 3.98 20.50
H -12.78 3.05 20.68
H -12.83 4.42 21.33
*
```

LUMO energy, eV: -1.1
Energy relative to the best compared isomer or geometry (same formula, charge and spin), kJ/mol: 255.15

=====

(3)
The ion C7H12NS with charge +1 in a non-equilibrium geometry, computed with ωB97M-V/def2-TZVPD.

Structure (ORCA input):
```
! wB97M-V def2-TZVPD RIJCOSX def2/J DEFGRID3
* xyz 1 3
C -1.11 1.05 -0.12
C 0.32 0.86 0.11
C -2.00 0.06 0.15
C 1.22 2.11 0.29
C -3.46 0.30 -0.20
C 1.93 -2.34 -0.47
C 1.86 -1.09 0.47
N 0.78 -0.29 0.21
S -1.69 -1.58 0.23
H -1.32 2.07 -0.40
H 0.79 3.02 -0.02
H 1.55 2.16 1.32
H 2.01 1.86 -0.55
H -3.65 0.12 -1.33
H -4.01 -0.26 0.49
H -3.82 1.38 0.01
H 2.04 -1.91 -1.51
H 1.16 -2.92 -0.18
H 2.93 -2.92 -0.37
H 2.85 -0.43 0.27
H 1.61 -1.25 1.59
*
```

LUMO energy (alpha / beta), eV: -4.2 / -7.0
Energy relative to the best compared isomer or geometry (same formula, charge and spin), kJ/mol: 0.00

=====

(4)
The molecule C5H11NO, computed with ωB97M-V/def2-TZVPD.

Structure (ORCA input):
```
! wB97M-V def2-TZVPD RIJCOSX def2/J DEFGRID3
* xyz 0 1
C -2.08 -0.24 -0.79
C -1.46 -0.44 0.59
N 0.01 -0.39 0.61
C 0.64 0.72 1.30
C 0.73 0.60 -0.17
C 2.00 0.05 -0.81
O 2.58 -0.94 -0.01
H -3.16 -0.39 -0.73
H -1.67 -0.95 -1.51
H -1.92 0.77 -1.17
H -1.88 0.30 1.28
H -1.75 -1.43 0.97
H -0.02 1.49 1.70
H 1.50 0.47 1.92
H 0.17 1.31 -0.77
H 1.75 -0.34 -1.81
H 2.73 0.85 -0.95
H 1.83 -1.44 0.35
*
```

LUMO energy, eV: 1.1
SMILES: CCN1C[C@H]1CO
Energy relative to the best compared isomer or geometry (same formula, charge and spin), kJ/mol: 203.04

=====

(5)
The molecule C20H24N4O2 in a non-equilibrium geometry, computed with ωB97M-V/def2-TZVPD.

Structure (ORCA input):
```
! wB97M-V def2-TZVPD RIJCOSX def2/J DEFGRID3
* xyz 0 1
C -2.63 1.77 1.84
C -1.85 0.54 2.24
C -1.19 0.46 3.61
C -1.79 0.71 4.85
C -1.04 0.67 6.00
C 0.36 0.45 5.88
C 1.07 0.28 4.66
C 2.55 0.26 4.64
N 3.42 0.39 3.60
O 3.11 0.04 5.72
C 0.24 0.21 3.46
C 0.49 0.22 2.00
O 1.56 0.30 1.48
N -0.77 0.27 1.30
C -0.96 0.16 -0.17
C -0.58 1.38 -0.91
C -0.96 1.15 -2.38
N -0.31 -0.11 -2.94
C -0.45 -0.09 -4.42
C 0.64 -0.94 -4.92
C 0.56 -1.81 -6.00
C 1.90 -2.49 -6.11
C 2.66 -1.97 -5.09
N 1.98 -0.96 -4.41
C -0.50 -1.39 -2.17
C -0.25 -1.10 -0.66
H -2.05 2.60 1.51
H -3.24 2.18 2.71
H -3.21 1.67 0.94
H -2.76 -0.09 2.26
H -2.77 1.07 4.81
H -1.41 0.88 6.99
H 0.87 0.49 6.86
H 4.44 0.39 3.83
H 2.97 0.41 2.69
H -1.97 0.11 -0.36
H 0.49 1.46 -0.82
H -1.06 2.15 -0.49
H -0.73 2.04 -2.98
H -2.12 1.00 -2.64
H -1.37 -0.56 -4.81
H -0.37 0.90 -4.79
H -0.34 -2.08 -6.47
H 2.09 -3.50 -6.45
H 3.72 -2.17 -4.80
H 2.35 -0.38 -3.64
H -1.42 -1.93 -2.42
H 0.36 -2.06 -2.44
H 0.82 -0.98 -0.49
H -0.58 -2.03 -0.12
*
```

LUMO energy, eV: -0.1
SMILES: C[C@@H]1c2cccc(C(N)=O)c2C(=O)N1C1CCN(Cc2ccc[nH]2)CC1
Energy relative to the best compared isomer or geometry (same formula, charge and spin), kJ/mol: 381.15

=====

(6)
The ion C3H8NO2 with charge +1 in a non-equilibrium geometry, computed with ωB97M-V/def2-TZVPD.

Structure (ORCA input):
```
! wB97M-V def2-TZVPD RIJCOSX def2/J DEFGRID3
* xyz 1 1
C -2.06 -0.41 0.98
C -0.08 0.10 -0.86
C 0.95 -0.89 -0.54
N 0.39 1.46 -0.70
O -1.22 0.24 0.22
O 1.30 -0.70 0.88
H -1.84 -1.39 1.36
H -2.82 0.26 1.38
H 1.82 -0.57 -1.21
H 0.47 -1.79 -0.83
H 1.21 1.53 0.05
H -0.40 1.99 -0.30
H 0.69 1.72 -1.67
H 1.60 -1.54 1.24
*
```

LUMO energy (alpha / beta), eV: -5.2 / -5.2
Energy relative to the best compared isomer or geometry (same formula, charge and spin), kJ/mol: 571.44

=====

(7)
The ion C8H12 with charge -1 in a non-equilibrium geometry, computed with ωB97M-V/def2-TZVPD.

Structure (ORCA input):
```
! wB97M-V def2-TZVPD RIJCOSX def2/J DEFGRID3
* xyz -1 2
C 0.97 1.07 2.60
C 0.09 0.23 1.66
C 1.09 -0.49 0.58
C 2.18 -1.26 0.88
C -0.87 -0.12 -0.96
C 0.47 -0.46 -0.77
C -2.59 0.56 -2.52
C -1.41 0.13 -2.19
H 0.55 2.06 3.17
H 1.57 0.60 3.55
H 1.78 1.55 2.08
H -0.34 0.89 0.97
H -0.74 -0.37 2.18
H 2.83 -2.01 0.27
H 2.50 -1.15 1.95
H -1.61 -0.21 -0.11
H 0.94 -0.87 -1.71
H -3.12 0.54 -3.48
H -3.26 0.94 -1.73
H -0.62 0.09 -2.91
*
```

LUMO energy (alpha / beta), eV: 4.0 / 4.0
Energy relative to the best compared isomer or geometry (same formula, charge and spin), kJ/mol: 202.93

=====

(8)
A structure of composition C2H5IN2O2 in a non-equilibrium geometry, computed with ωB97M-V/def2-TZVPD.

Structure (ORCA input):
```
! wB97M-V def2-TZVPD RIJCOSX def2/J DEFGRID3
* xyz 0 1
C -0.17 0.43 -1.78
C 0.83 0.82 -0.82
N -1.16 0.04 1.67
N -0.02 -0.25 1.31
O 0.89 -1.02 1.60
O -1.66 -0.78 2.71
I 2.55 -0.40 -0.50
H -1.01 1.12 -1.55
H -0.30 -0.75 -1.84
H 0.12 0.48 -2.99
H 0.98 1.83 -0.72
H -1.05 -1.53 2.92
*
```

LUMO energy (alpha / beta), eV: -1.5 / -1.6
Energy relative to the best compared isomer or geometry (same formula, charge and spin), kJ/mol: 472.35

=====

(9)
A cluster of 2 separate species, C7H12FN2O in total in a non-equilibrium geometry, computed with ωB97M-V/def2-TZVPD.

Structure (ORCA input):
```
! wB97M-V def2-TZVPD RIJCOSX def2/J DEFGRID3
* xyz 1 1
C -0.99 1.65 0.60
C -1.31 0.85 1.62
C -0.09 -1.92 -1.88
C 0.20 -2.46 -0.59
C -0.36 -1.03 -0.77
C 0.39 0.14 -0.64
C 3.14 0.73 1.84
N 0.10 1.36 -0.29
N -1.54 2.89 0.30
O 2.08 0.25 1.82
F 3.57 1.48 0.83
H -2.13 1.15 2.24
H -0.97 -0.13 1.96
H 0.74 -1.83 -2.50
H -0.92 -2.36 -2.50
H -0.56 -3.22 -0.44
H 1.09 -2.67 -0.13
H -1.40 -1.15 -0.39
H 1.38 0.10 -1.18
H 4.00 0.74 2.67
H 0.75 2.14 -0.31
H -2.52 2.98 0.51
H -1.14 3.72 0.38
*
```

LUMO energy, eV: -4.1
Energy relative to the best compared isomer or geometry (same formula, charge and spin), kJ/mol: 91.94

=====

(10)
The molecule C2H3NO2 in a non-equilibrium geometry, computed with ωB97M-V/def2-TZVPD.

Structure (ORCA input):
```
! wB97M-V def2-TZVPD RIJCOSX def2/J DEFGRID3
* xyz 0 1
O -2.29 0.19 0.00
C -1.14 -0.10 -0.06
C 0.01 -1.10 0.08
N 0.10 0.31 -0.49
O 1.38 1.29 0.08
H 0.37 -1.09 1.17
H 0.42 -1.74 -0.57
H 1.15 2.24 -0.22
*
```

LUMO energy, eV: -0.7
SMILES: O=C1CN1O
Energy relative to the best compared isomer or geometry (same formula, charge and spin), kJ/mol: 497.11

=====

(11)
A structure of composition C27H31AlClGe2NS in a non-equilibrium geometry, computed with ωB97M-V/def2-TZVPD.

Structure (ORCA input):
```
! wB97M-V def2-TZVPD RIJCOSX def2/J DEFGRID3
* xyz -2 1
Al -0.45 0.76 1.36
C -2.09 1.82 6.19
Ge -2.26 1.94 4.21
C -2.53 3.86 3.88
C -3.94 0.98 3.87
C -0.73 1.23 3.32
H -2.96 2.28 6.68
H -1.19 2.34 6.54
H -2.03 0.78 6.50
H -3.26 4.28 4.58
H -2.88 4.01 2.86
H -1.58 4.39 4.01
H -4.79 1.50 4.33
H -3.88 -0.03 4.28
H -4.12 0.91 2.79
H -0.47 0.30 3.86
H 0.10 1.91 3.56
S -2.41 -3.30 1.33
C -2.41 -2.53 -0.22
C -1.97 -1.27 -0.09
N -1.64 -0.89 1.20
C -1.89 -1.83 2.05
H -2.69 -3.07 -1.11
H -1.84 -0.56 -0.90
H -1.60 -1.78 3.09
Cl -3.31 2.37 0.59
C -1.52 2.06 0.20
H -1.04 3.03 0.27
H -1.52 1.81 -0.87
C 1.20 0.04 0.87
Ge 1.45 -0.31 -0.92
C 0.59 0.70 -2.46
C 1.01 2.02 -2.68
C 0.37 2.85 -3.60
C -0.72 2.38 -4.32
C -1.17 1.08 -4.12
C -0.52 0.26 -3.20
C 3.39 -0.25 -1.53
C 4.37 -0.55 -0.58
C 5.72 -0.61 -0.92
C 6.12 -0.35 -2.23
C 5.17 -0.05 -3.19
C 3.82 0.00 -2.84
C 1.06 -2.25 -1.41
C 0.98 -3.14 -0.34
C 0.66 -4.48 -0.52
C 0.39 -4.97 -1.80
C 0.48 -4.11 -2.89
C 0.82 -2.77 -2.69
H 1.85 2.40 -2.11
H 0.71 3.87 -3.74
H -1.23 3.03 -5.03
H -2.02 0.71 -4.67
H -0.89 -0.75 -3.04
H 4.05 -0.72 0.45
H 6.46 -0.84 -0.16
H 7.18 -0.39 -2.49
H 5.47 0.16 -4.21
H 3.08 0.23 -3.60
H 1.14 -2.73 0.66
H 0.59 -5.15 0.33
H 0.12 -6.01 -1.95
H 0.28 -4.48 -3.89
H 0.91 -2.12 -3.56
*
```

LUMO energy, eV: 4.2

=====

(12)
The molecule C4H11ClSi in a non-equilibrium geometry, computed with ωB97M-V/def2-TZVPD.

Structure (ORCA input):
```
! wB97M-V def2-TZVPD RIJCOSX def2/J DEFGRID3
* xyz 0 1
C -1.61 -0.20 -1.06
C -0.35 -0.73 -0.50
C -0.56 -1.62 0.73
Si 1.22 0.57 -0.22
C 1.09 1.96 1.01
Cl 2.86 -0.56 0.13
H -1.74 0.91 -0.74
H -1.53 0.00 -2.18
H -2.43 -0.88 -0.86
H -0.06 -1.60 -1.25
H -1.15 -2.52 0.32
H -1.25 -1.16 1.49
H 0.52 -1.92 0.98
H 1.50 1.05 -1.66
H 1.53 1.66 1.96
H 1.89 2.67 0.73
H 0.10 2.38 1.11
*
```

LUMO energy, eV: 0.8
SMILES: CC(C)[Si@@H](C)Cl
Energy relative to the best compared isomer or geometry (same formula, charge and spin), kJ/mol: 182.02

=====

(13)
A structure of composition C2H16FO6Zr in a non-equilibrium geometry, computed with ωB97M-V/def2-TZVPD.

Structure (ORCA input):
```
! wB97M-V def2-TZVPD RIJCOSX def2/J DEFGRID3
* xyz 3 1
Zr 33.13 2.83 6.09
F 32.51 1.22 4.81
C 33.05 -2.34 4.73
O 33.19 -1.30 3.80
H 33.66 -2.07 5.61
H 31.99 -2.50 5.00
H 33.47 -3.28 4.39
H 32.90 -0.46 4.21
C 33.24 2.05 1.64
O 34.59 1.68 1.94
H 32.53 1.35 2.10
H 32.98 3.01 2.10
H 33.17 2.03 0.56
H 34.97 1.21 1.19
O 30.98 3.52 5.54
H 30.62 4.44 5.58
H 30.40 3.06 4.90
O 29.86 0.25 2.87
H 30.40 0.26 3.67
H 29.47 1.13 2.81
O 31.56 1.65 7.36
H 31.47 1.88 8.31
H 30.94 0.90 7.22
O 34.77 2.37 4.50
H 35.51 2.93 4.17
H 34.65 1.67 3.80
*
```

LUMO energy, eV: -16.6
Energy relative to the best compared isomer or geometry (same formula, charge and spin), kJ/mol: 202.08